166
Properties=species:S:1:pos:R:3:forces:R:3 method="wB97M-V/def2-TZVPD" homo_ev=-9.4 e_lumo_ev=-1.8 gap_ha=0.2772 smiles="O=C1c2ccccc2C(=O)c2ccccc21.O=C1c2ccccc2C(=O)c2ccccc21.O=C1c2ccccc2C(=O)c2ccccc21.O=C1c2ccccc2C(=O)c2ccccc21.O=C1C=C(O)C(=O)C=C1O.O=C1C=C(O)C(=O)C=C1O.O=C1C=C(O)C(=O)C=C1O.O=C1C=C(O)C(=O)C=C1O.O=C1C=C(O)C(=O)C=C1O"
C 5.21538 4.39069 2.70232 0.7 -0.1 -0.2
C 4.42316 4.34535 1.53131 -0.1 -1.3 0.3
C 3.15422 4.85827 1.49982 -0.5 1.3 1.3
C 2.78792 5.61901 2.63431 -1.8 0.7 -1.9
C 3.58906 5.76347 3.70897 0.7 0.6 2.3
C 4.81439 5.12005 3.80016 0.3 -0.3 -0.5
C 3.11362 6.51588 4.91819 -0.5 -0.6 1.3
O 3.65742 6.42479 6.01018 0.4 0.0 -1.0
C 1.83220 7.25339 4.84817 -0.5 2.2 0.3
C 1.46373 8.15672 5.88596 2.1 -1.2 1.2
C 0.35932 8.96419 5.83151 -1.7 1.1 -0.7
C -0.45293 8.98871 4.65341 1.7 -2.0 -0.4
C -0.05125 8.10503 3.61868 -1.4 0.6 -0.8
C 1.05621 7.28469 3.70319 1.3 -0.8 -0.2
C 1.49634 6.40717 2.54679 -1.6 -0.4 -0.6
O 0.74878 6.28676 1.57179 1.2 0.2 0.9
H 6.18413 3.86000 2.77620 -0.7 0.3 -0.4
H 4.70367 3.71805 0.70970 0.5 -0.2 -0.3
H 2.38148 4.80933 0.72660 0.7 -0.3 -0.1
H 5.43474 5.19952 4.68864 -0.3 0.0 -0.1
H 2.16551 8.17761 6.78292 -1.2 0.0 -1.2
H 0.07215 9.62599 6.67436 0.4 -0.5 -0.6
H -1.34984 9.56667 4.48308 0.1 0.2 0.4
H -0.60108 7.99630 2.64793 0.3 0.5 1.1
C 2.57112 0.33346 -7.37609 0.2 0.4 0.6
C 2.63554 1.24039 -6.30763 0.1 0.7 1.2
C 2.04703 0.90790 -5.04938 0.4 0.4 -0.8
C 1.37543 -0.31289 -4.83932 1.9 0.8 -1.4
C 1.52362 -1.27834 -5.87893 -1.2 1.0 2.8
C 2.01848 -0.89441 -7.10503 -0.3 -1.8 -1.0
C 1.12506 -2.67681 -5.51743 -0.4 0.3 -1.7
O 1.34273 -3.52364 -6.35359 0.0 -1.0 0.2
C 0.35231 -2.95826 -4.27280 -0.2 1.4 -0.1
C -0.28950 -4.16335 -4.09883 -0.1 -0.3 1.1
C -1.07005 -4.38705 -2.95044 0.0 -0.6 -0.2
C -1.23209 -3.35549 -2.02727 0.0 -1.0 0.5
C -0.58083 -2.15679 -2.19467 -0.4 0.8 -0.3
C 0.13252 -1.92066 -3.34859 0.7 0.4 0.1
C 0.73694 -0.55028 -3.52794 0.5 -1.1 -0.7
O 0.76689 0.30518 -2.67372 -0.4 0.1 0.5
H 3.00170 0.43132 -8.37796 -0.2 0.6 0.5
H 3.15714 2.24224 -6.31061 -0.6 -1.3 -0.5
H 2.20743 1.62208 -4.22132 -0.5 -0.5 -0.5
H 1.94813 -1.64969 -7.90180 0.3 0.3 0.4
H -0.12006 -4.91604 -4.83119 0.0 -0.6 -0.4
H -1.51596 -5.39406 -2.73005 0.4 1.2 -0.5
H -1.81215 -3.53296 -1.12875 0.0 0.0 -0.1
H -0.67311 -1.32373 -1.50977 -0.1 -0.2 0.2
C -0.90991 2.54932 8.54111 0.1 -1.5 0.1
C -1.69443 1.35982 8.42377 -0.6 1.8 0.3
C -2.29279 1.11925 7.19189 0.0 -1.7 -0.3
C -1.93861 1.91027 6.10588 0.6 -0.4 -0.1
C -1.00827 2.95832 6.20466 -1.3 -0.5 -0.7
C -0.53509 3.29989 7.43573 0.2 0.3 0.6
C -0.68500 3.78393 5.00922 -0.8 0.2 -0.7
O 0.17174 4.63835 4.98180 0.5 -0.1 0.5
C -1.57816 3.62308 3.81586 -0.5 -2.1 0.7
C -1.47064 4.45718 2.74447 0.1 1.0 0.4
C -2.39661 4.35642 1.74181 0.1 -0.7 0.6
C -3.39752 3.40723 1.76376 0.5 1.5 -1.1
C -3.43450 2.47960 2.73183 0.3 -1.3 0.8
C -2.49847 2.53278 3.74356 0.9 1.4 0.5
C -2.46597 1.51460 4.79110 -1.3 -1.0 -0.5
O -2.95301 0.40780 4.57217 0.5 0.6 0.4
H -0.49026 2.77770 9.50161 0.0 0.2 0.4
H -2.03274 0.81392 9.32392 0.6 0.2 -0.6
H -2.93454 0.19416 6.97213 0.9 1.6 0.5
H 0.07908 4.19456 7.44559 0.2 -0.2 0.5
H -0.75091 5.26731 2.74813 -0.1 -0.3 -0.1
H -2.27020 5.01349 0.95676 -0.2 1.3 -1.7
H -4.11347 3.41875 0.98812 -0.7 -0.1 -0.8
H -4.13033 1.67444 2.63737 -0.3 -0.5 0.4
C -3.47507 -2.80979 0.81073 -0.4 -0.3 -1.4
C -3.45910 -1.68906 -0.05622 0.4 -0.5 0.3
C -2.59776 -0.63239 0.19549 0.1 0.8 0.6
C -1.75973 -0.71458 1.30964 0.9 -1.5 0.4
C -1.72541 -1.85780 2.17614 -1.2 1.4 -1.6
C -2.62505 -2.88950 1.90587 -0.8 -0.2 1.5
C -0.94524 -1.85084 3.43643 -0.5 -0.8 -0.9
O -1.14867 -2.74983 4.21974 0.6 0.2 0.6
C -0.02263 -0.71858 3.63241 0.1 0.6 1.5
C 0.58235 -0.57740 4.88692 1.0 -0.6 1.2
C 1.24826 0.58214 5.25553 1.0 0.6 -0.1
C 1.39363 1.60508 4.31953 -0.2 0.1 0.7
C 0.80203 1.48332 3.10663 -0.5 -0.2 -2.1
C 0.06460 0.34477 2.74495 0.0 -0.3 0.1
C -0.69799 0.29202 1.46283 0.0 1.5 0.1
O -0.49581 1.15320 0.61138 0.0 -0.7 0.3
H -4.13545 -3.67027 0.51045 0.7 1.0 0.7
H -4.02689 -1.69073 -0.97410 -0.3 0.0 0.1
H -2.54669 0.34092 -0.35105 -0.2 -1.2 0.1
H -2.81798 -3.62460 2.73417 0.6 0.4 -1.3
H 0.64062 -1.41125 5.60553 -0.6 0.3 -0.6
H 1.80513 0.79620 6.19158 -0.8 -0.9 -0.4
H 1.88018 2.53685 4.56840 0.3 0.0 0.1
H 0.88919 2.25973 2.35312 -0.1 0.1 0.1
C 3.31028 -1.98984 -2.13732 0.7 -0.7 0.4
C 4.58262 -1.77131 -2.58831 -0.7 0.0 0.0
C 5.23642 -0.43471 -2.43480 1.4 1.7 1.1
O 6.31760 -0.16861 -3.00659 -2.4 -1.0 1.0
C 4.62368 0.49007 -1.42730 -1.1 -1.0 -1.2
C 3.39177 0.26984 -0.86943 1.8 -1.5 -0.5
C 2.72172 -1.11086 -1.10604 0.7 1.2 -0.9
O 1.78498 -1.42733 -0.41501 -0.3 -0.1 0.3
O 2.91110 1.04738 0.07375 -0.8 0.0 0.1
O 5.33884 -2.67804 -3.19746 -2.1 -1.2 0.2
H 2.81420 -2.97973 -2.19731 0.5 0.8 -0.3
H 5.14370 1.40190 -1.28504 0.4 0.7 0.3
H 1.96411 0.83344 0.24777 0.5 0.1 -0.1
H 6.21017 -2.35619 -3.33379 1.4 1.0 -0.4
C -2.57597 -2.44525 -6.42129 0.6 -3.0 -2.0
C -3.31759 -2.52162 -5.31808 -0.4 0.5 0.8
C -3.40864 -1.31876 -4.44369 0.0 -0.1 1.2
O -4.03977 -1.49632 -3.40662 0.0 0.7 -0.2
C -2.69366 -0.11017 -4.79412 0.5 0.6 -0.4
C -1.90458 -0.11230 -5.89414 0.9 1.4 0.7
C -1.83666 -1.27930 -6.81127 -1.6 0.9 -0.3
O -1.38622 -1.01847 -7.91534 0.5 -0.9 0.0
O -1.11094 0.90062 -6.34325 -1.6 -0.8 1.2
O -4.01514 -3.54919 -4.85284 -0.3 -0.4 -0.2
H -2.47839 -3.32323 -7.11792 -0.2 0.9 0.8
H -2.77970 0.76453 -4.15600 0.0 -0.2 0.0
H -0.92069 0.57317 -7.24133 0.5 0.2 -0.5
H -4.54502 -3.28855 -4.04082 1.1 0.3 -1.0
C -0.34341 3.86290 -3.94225 -0.9 0.1 -1.6
C 0.60649 4.67960 -4.41090 1.2 0.6 0.9
C 1.76250 5.06885 -3.46014 0.2 -1.1 -1.5
O 2.50705 5.92382 -3.88228 0.3 0.9 0.0
C 2.04585 4.29925 -2.27145 0.3 0.7 -0.2
C 1.11864 3.42743 -1.88957 -2.0 -0.7 2.2
C -0.22601 3.30093 -2.60266 -0.1 1.0 -1.3
O -1.19401 2.85110 -2.03140 0.4 -0.6 0.4
O 1.01927 2.82870 -0.69196 0.1 -0.1 -1.1
O 0.72672 5.25595 -5.62131 -1.8 -1.4 0.5
H -1.26087 3.68536 -4.54659 0.8 -0.1 0.6
H 2.94492 4.62334 -1.74866 -0.3 -0.4 0.2
H 0.15813 2.31399 -0.70397 0.7 0.5 0.3
H 1.35044 5.97074 -5.55593 1.0 0.7 0.4
C 3.02610 -5.24474 -1.26563 -0.6 0.3 1.2
C 2.19139 -6.23870 -1.57709 -0.2 0.1 -1.0
C 0.89186 -6.40611 -0.90314 -1.0 -1.3 1.5
O 0.29214 -7.43905 -1.23628 -0.4 0.7 0.0
C 0.45456 -5.53711 0.16608 -0.5 -0.4 0.6
C 1.25977 -4.52991 0.55121 1.3 -0.7 -1.9
C 2.68377 -4.39867 -0.05819 0.2 -0.9 -1.0
O 3.45986 -3.64948 0.49694 -0.4 -0.1 -0.1
O 1.00556 -3.60944 1.41182 -0.4 0.5 1.3
O 2.35543 -7.14073 -2.55087 1.1 1.1 0.1
H 3.90903 -5.13116 -1.85521 0.7 0.4 0.2
H -0.42845 -5.81203 0.76667 0.2 0.3 -0.8
H 1.83133 -3.09939 1.50772 0.1 0.3 0.1
H 1.51647 -7.61426 -2.59871 -0.4 -0.5 0.1
C -4.09151 -9.85380 -1.46973 -0.7 -1.0 -0.7
C -3.17952 -8.94944 -1.15545 -0.2 0.6 0.1
C -3.60029 -7.77029 -0.27599 2.4 0.9 0.5
O -2.75847 -6.89862 -0.05976 -0.2 -0.3 -0.6
C -4.84616 -7.75657 0.40313 -2.5 -2.9 -1.0
C -5.66836 -8.83840 0.21951 -0.1 0.6 0.5
C -5.35392 -9.91254 -0.78905 0.6 0.0 0.8
O -6.12607 -10.84494 -0.82481 -0.5 -0.5 -0.4
O -6.80559 -9.08068 0.90348 1.2 1.2 -0.2
O -1.95190 -9.07222 -1.64230 0.1 1.2 0.6
H -3.84926 -10.63906 -2.16489 0.0 -0.3 0.0
H -5.24104 -7.00705 1.01375 0.3 1.4 1.0
H -7.10516 -9.95407 0.62710 -0.2 -0.5 -0.4
H -1.36811 -8.35020 -1.29713 -0.1 -0.2 -0.2